Molecular formula: C18H42BBaO20P4
Method: DFT, ωB97M-V/def2-TZVPD

Its gap between HOMO and LUMO is 5.6 eV. As for the net charge: -1. For the highest occupied orbital energy, the calculation gives -3.60 eV. The calculation puts the energy above the lowest of the compared OMol25 structures with the same formula, charge and spin at 0.0000 eV.

Last column: Mulliken charge in e.
Element x y z (Å)
Ba  -0.04808  0.14989  0.65704  -0.1838
B  -1.28489  2.43660  2.16281  1.8539
H  -0.92667  3.58810  2.17148  -0.3559
H  -1.29248  2.14166  1.03165  -0.8222
H  -0.58429  1.70558  2.77194  -0.4433
H  -2.37402  2.30451  2.67403  -0.3748
C  2.26817  -2.71908  -2.26532  -1.2865
C  1.82784  -2.20647  -1.05387  0.2725
C  2.78567  -1.69803  -0.00125  1.1389
O  2.39705  -1.22705  1.12781  -0.8439
C  4.14696  -1.78657  -0.23670  -0.8515
C  4.67785  -2.26282  -1.48058  0.3468
C  3.65919  -2.78358  -2.56235  0.6302
O  4.15231  -3.26733  -3.58110  -0.7320
O  5.88460  -2.34198  -1.68738  -0.7388
O  0.56383  -2.27473  -0.80575  -0.6344
H  1.56316  -3.15785  -2.95888  0.5329
H  4.86948  -1.45430  0.49593  0.5459
C  -4.19223  -2.24215  -1.68344  -0.8029
O  -4.69683  -1.11856  -0.96551  -0.3493
P  -4.01004  -0.76686  0.41613  -0.5386
O  -2.55240  -0.64163  0.40038  1.9623
O  -4.64928  -1.79966  1.40480  -0.3759
C  -4.65999  -1.53502  2.82316  -0.5288
O  -4.74888  0.56788  0.81717  -0.3969
C  -4.39708  1.78210  0.16187  -0.3717
H  -4.61198  -3.17148  -1.28484  0.3005
H  -3.10628  -2.34143  -1.59897  0.2506
H  -4.46192  -2.22549  -2.73673  0.3190
H  -5.13103  -2.40769  3.26603  0.2799
H  -5.28656  -0.66305  3.00153  0.3469
H  -3.66329  -1.38989  3.23403  0.0976
H  -3.35118  1.75315  -0.15183  -0.0461
H  -4.46886  2.58143  0.89639  0.3100
H  -4.99085  2.07484  -0.70759  0.2579
C  5.38293  1.31064  -0.50162  -0.4885
O  4.48793  2.43929  -0.72676  -0.2617
P  3.18822  2.56322  0.14898  -0.5302
O  2.14900  1.54616  -0.00868  0.9185
O  3.71884  2.67839  1.62764  -0.1949
C  4.61211  3.69183  2.05369  -0.8195
O  2.71678  4.03438  -0.17538  -0.3896
C  1.65328  4.31133  -1.09371  -0.4195
H  5.45363  0.75276  -1.43192  0.2371
H  4.94546  0.65056  0.24093  0.1201
H  6.35594  1.71792  -0.24145  0.3142
H  4.76172  4.42853  1.26094  0.3372
H  5.60223  3.28082  2.26088  0.2728
H  4.23110  4.18489  2.94381  0.2491
H  2.01893  5.05804  -1.80212  0.3463
H  0.84940  4.77363  -0.52518  0.2862
H  1.33968  3.42958  -1.63878  -0.0208
C  -1.66754  -0.65160  5.33102  -0.4585
O  -1.21602  -2.00364  5.16864  -0.3860
P  -0.48613  -2.43828  3.85631  -0.0681
O  -0.08407  -1.34003  2.98171  0.4602
O  0.67953  -3.32661  4.39457  -0.3612
C  1.85301  -3.56653  3.57818  -0.2137
O  -1.50908  -3.43601  3.17439  -0.3202
C  -1.37015  -3.64365  1.76050  -0.2488
H  -1.25518  -0.26085  6.26112  0.2497
H  -2.75036  -0.66527  5.46582  0.2383
H  -1.37738  -0.01451  4.49775  0.1561
H  1.75633  -3.22447  2.54836  -0.1401
H  1.99319  -4.64776  3.55070  0.2985
H  2.68710  -3.09892  4.08931  0.2582
H  -0.35142  -3.56798  1.37325  0.1828
H  -1.95757  -2.90164  1.21998  -0.0929
H  -1.75630  -4.63088  1.51216  0.3888
C  -0.59845  3.68883  -4.26611  -0.8353
O  -0.50096  2.83781  -3.13059  -0.2851
P  -0.72066  1.29037  -3.22380  -0.3562
O  -0.62846  0.59773  -1.94408  1.3942
O  -2.11280  1.18403  -3.97539  -0.3912
C  -3.06351  0.17192  -3.66682  -0.4086
O  0.31574  0.85285  -4.31390  -0.4080
C  0.72091  -0.52195  -4.45104  -0.6263
H  0.35944  3.82094  -4.76703  0.2641
H  -0.95406  4.66963  -3.95271  0.2345
H  -1.33970  3.29316  -4.96126  0.3479
H  -3.33243  -0.32198  -4.60074  0.3485
H  -3.97088  0.59091  -3.22894  0.2768
H  -2.66004  -0.55026  -2.95976  -0.0326
H  1.56226  -0.73615  -3.79277  0.2137
H  1.04346  -0.68949  -5.47529  0.3638
H  -0.08201  -1.21475  -4.19691  0.2316

Atoms 1-3, force components in eV/Å:
Ba 1.501 -1.458 0.069
B -0.618 0.915 0.685
H 0.181 0.287 0.313

=====

Molecular formula: C18H42Cl6N2
Method: DFT, ωB97M-V/def2-TZVPD

Its gap between HOMO and LUMO is 7.8 eV. The SMILES is CCN(CC)CC.CCN(CC)CC.ClCCCl.ClCCCl.ClCCCl. As for the net charge: 0. For the highest occupied orbital energy, the calculation gives -7.27 eV. The calculation puts the energy above the lowest of the compared OMol25 structures with the same formula, charge and spin at 2.2385 eV.

Last column: natural (NBO) charge in e.
Element x y z (Å)
C  2.38985  2.94357  -3.01529  -0.6515
C  3.21685  3.28957  -1.76529  -0.2196
N  3.49585  2.10157  -0.97029  -0.4811
C  4.07685  0.96557  -1.62529  -0.2366
C  5.05685  1.29457  -2.61929  -0.6580
C  4.23785  2.55857  0.29271  -0.1671
C  3.91585  1.56257  1.43771  -0.6260
H  2.75585  2.17657  -3.76629  0.2318
H  2.10285  3.99257  -3.52929  0.2074
H  1.58385  2.59657  -2.33729  0.2250
H  2.82585  4.16057  -1.15929  0.2044
H  4.18185  3.82757  -1.93029  0.1470
H  3.26685  0.35557  -1.91529  0.1993
H  4.29885  0.16857  -0.82429  0.2142
H  5.15085  2.24057  -3.20029  0.2251
H  4.96485  0.48157  -3.27929  0.2197
H  5.93185  1.41657  -2.20529  0.2066
H  3.77685  3.71357  0.56671  0.1754
H  5.21185  2.60257  0.23971  0.1618
H  4.44885  1.89157  2.21571  0.2056
H  4.37685  0.64457  1.38471  0.2046
H  2.85485  1.21857  1.67771  0.2082
C  -2.58915  -2.73943  1.91671  -0.6027
C  -2.62515  -4.18143  1.91771  -0.2338
N  -3.04915  -4.71543  3.25371  -0.4592
C  -2.16815  -5.45443  4.03371  -0.1934
C  -0.87315  -5.01643  4.05771  -0.6190
C  -4.45015  -5.14643  3.33671  -0.2371
C  -4.69515  -6.52343  2.75571  -0.6397
H  -1.65915  -2.64543  2.50871  0.2121
H  -3.56715  -2.33243  2.15371  0.2068
H  -2.49315  -2.34443  0.99271  0.2013
H  -1.87215  -4.65643  1.35971  0.1851
H  -3.36315  -4.37343  1.30971  0.1771
H  -2.10815  -6.28043  3.37871  0.1331
H  -2.57315  -5.94343  5.01871  0.1986
H  -0.42815  -4.44843  3.46371  0.2138
H  -0.55815  -6.00843  4.35671  0.2258
H  -0.75415  -4.32343  4.92471  0.1844
H  -4.96815  -4.37943  3.05571  0.1898
H  -4.54915  -4.83043  4.38171  0.2141
H  -4.58615  -7.29543  3.38271  0.2115
H  -4.22915  -6.55243  1.73371  0.2210
H  -5.87715  -6.51843  2.83771  0.2077
Cl  -0.81515  8.09757  -2.51629  -0.1276
C  -0.38815  6.30657  -2.15629  -0.3482
C  -1.64315  5.52557  -1.71529  -0.4367
Cl  -1.17815  3.93357  -1.23629  -0.0216
H  0.43785  6.63857  -1.44129  0.2460
H  0.11585  5.95457  -3.10929  0.2311
H  -2.50115  5.50657  -2.43329  0.2389
H  -2.21715  6.02757  -1.07229  0.2233
Cl  -2.89315  2.01157  -4.28129  -0.0561
C  -1.33215  1.45257  -3.74029  -0.4287
C  -1.08115  0.02857  -4.31029  -0.4285
Cl  0.51285  -0.49243  -3.91229  -0.0327
H  -1.50815  1.61457  -2.61729  0.2545
H  -0.48315  1.97557  -4.26329  0.2232
H  -1.28415  -0.01543  -5.50629  0.2390
H  -1.68315  -0.61243  -3.67329  0.2246
Cl  0.06785  -0.12043  2.78371  -0.0252
C  -0.45715  1.10657  1.74571  -0.4198
C  -0.04215  0.77957  0.24171  -0.4084
Cl  -1.11015  -0.34943  -0.47529  -0.0305
H  0.03485  2.01157  2.01971  0.2180
H  -1.52015  1.04857  1.92771  0.2314
H  0.87785  0.29757  0.20971  0.2242
H  0.00385  1.77857  -0.27129  0.2161

Atoms 1-3, force components in eV/Å:
C -0.761 2.341 0.522
C 2.576 1.009 -0.595
N -0.216 2.355 3.221

=====

Molecular formula: C18H42ClN6O6
Method: DFT, ωB97M-V/def2-TZVPD

Its gap between HOMO and LUMO is 8.8 eV. As for the net charge: -1. For the highest occupied orbital energy, the calculation gives -6.01 eV. The calculation puts the energy above the lowest of the compared OMol25 structures with the same formula, charge and spin at 28.3152 eV.

Last column: Mulliken charge in e.
Element x y z (Å)
Cl  -0.22855  -0.06393  -0.08369  2.1992
C  0.41507  -2.67090  -1.69721  -0.4762
C  0.05759  -3.09856  -0.26550  0.4480
O  0.14046  -4.26864  0.11217  -0.7606
N  -0.37333  -2.18139  0.62070  -0.0241
C  -0.69301  -2.29704  2.05713  -1.0427
H  -0.52197  -2.60965  -2.25067  0.5041
H  0.93016  -3.48515  -2.20689  0.5896
H  1.04219  -1.77981  -1.72495  -0.9054
H  -0.53863  -1.24658  0.27584  -1.1836
H  0.07655  -2.85223  2.59345  0.2263
H  -1.66886  -2.78196  2.08295  0.5842
H  -0.96296  -1.40017  2.61466  0.1762
C  -2.52376  -1.84383  -0.63828  -0.3516
C  -2.20053  -1.12912  -1.92651  0.5902
O  -2.61520  -1.65802  -2.96388  -0.7688
N  -1.45054  -0.05705  -1.90708  0.7659
C  -1.25862  0.85642  -3.11736  -1.2492
H  -1.77780  -2.63748  -0.68055  -0.1922
H  -3.55676  -2.17739  -0.53959  0.5143
H  -2.54444  -1.13929  0.19316  0.1764
H  -1.11803  0.31658  -1.02963  -0.6257
H  -0.23263  0.70264  -3.45169  0.3764
H  -1.40628  1.91707  -2.91406  0.3658
H  -1.98329  0.54289  -3.86880  0.4864
C  -2.11543  -0.27468  2.96115  -1.4692
C  -0.82642  0.33861  3.36072  1.0459
O  -0.71519  0.81231  4.51306  -0.8062
N  0.13493  0.30953  2.47348  1.0681
C  1.52057  0.69926  2.74796  -1.7850
H  -2.27975  -0.41555  1.89285  0.3844
H  -2.91385  0.36291  3.34074  0.4243
H  -2.33098  -1.24162  3.41576  0.4075
H  -0.00512  0.10120  1.49517  -3.4029
H  1.93820  0.18337  3.61256  0.3066
H  1.65959  1.77695  2.83369  0.4417
H  1.98297  0.26717  1.86049  0.6261
C  0.21026  2.59231  -1.49213  -0.8471
C  1.21373  1.72116  -2.22686  0.9741
O  1.94261  2.27391  -3.06708  -0.7610
N  1.31771  0.46885  -1.83783  -0.6533
C  2.00189  -0.47735  -2.56879  -1.5490
H  -0.42996  2.11492  -0.75028  -1.4084
H  -0.42561  3.09846  -2.21848  0.3827
H  0.52976  3.47638  -0.94037  0.4635
H  0.61885  0.26403  -1.13801  1.7204
H  2.83436  0.03417  -3.05194  0.4382
H  1.41536  -1.01581  -3.31320  0.3003
H  2.36346  -1.23827  -1.87714  0.7476
C  1.97873  -1.88553  1.43973  0.2256
C  2.99079  -0.84955  1.00395  0.6925
O  4.21713  -1.02117  1.21644  -0.8377
N  2.53166  0.09683  0.21563  1.2901
C  3.27664  0.99666  -0.61455  -1.2315
H  1.08457  -1.36555  1.78353  0.0916
H  2.33038  -2.62459  2.15959  0.5754
H  1.75010  -2.48412  0.55796  0.1606
H  1.53559  0.26383  0.20936  -2.1847
H  3.75556  1.75721  0.00214  0.3460
H  2.65077  1.49572  -1.35436  0.5234
H  4.15130  0.56117  -1.09770  0.3773
C  0.35988  2.62615  0.91292  -1.0117
C  -1.01705  2.83680  0.45203  1.2267
O  -1.65286  3.89156  0.60577  -0.7941
N  -1.68403  1.77089  -0.05196  0.3333
C  -3.06704  1.46780  0.02294  -1.0771
H  0.76570  1.61791  0.83015  0.7071
H  0.21675  2.78740  1.98138  0.2469
H  0.97652  3.45571  0.56696  0.4456
H  -1.06618  0.97880  -0.15667  0.2309
H  -3.59199  2.40831  0.19016  0.5490
H  -3.62202  0.86007  0.73761  0.2491
H  -3.51963  1.16806  -0.92228  0.3932

Atoms 1-3, force components in eV/Å:
Cl 7.939 0.038 6.676
C -0.613 -0.801 0.951
C -0.223 -1.367 1.760